(1)
CHFKLiO2 | ωB97M-V/def2-TZVPD

The geometry in XYZ format:
```
7
Properties=species:S:1:pos:R:3:forces:R:3
K 0.02024 2.32494 1.43017 0.26 -0.45 -0.09
F -1.45826 3.94447 1.63922 -0.28 0.35 0.04
O -0.06568 -1.06268 0.12073 0.02 -0.25 -0.01
O 0.58406 0.15914 -0.24021 0.27 0.22 -0.42
C 0.11197 -1.98080 -0.72465 0.02 0.06 -0.01
Li 1.22767 -0.52604 -1.91675 -0.35 -0.09 0.60
H -0.42001 -2.85903 -0.30852 0.07 0.16 -0.12
```
Forces are in eV/Å.

Its HOMO-LUMO gap is 7.38 eV. Its LUMO energy is -0.948 eV. The energy above the lowest of the compared OMol25 structures with the same formula, charge and spin comes out at 74.88 kJ/mol. The largest force on an atom comes out at 0.70 eV/A.

=====

(2)
CHFNO5P | ωB97M-V/def2-TZVPD

The geometry in XYZ format:
```
10
Properties=species:S:1:pos:R:3:forces:R:3
P 1.46863 -0.97954 -1.06363 1.91 -2.02 1.42
F -1.18970 -0.51393 -1.17659 -0.43 1.20 0.16
O -1.80957 -2.40035 -0.02919 1.60 0.59 1.51
O 2.50060 -0.99655 0.07813 -1.07 0.83 -0.89
O 1.13733 -2.39960 -1.51500 -0.32 1.10 -0.29
O -0.38601 -2.16995 1.61560 0.19 0.62 -0.04
O 1.52374 0.13518 -2.07301 -0.45 -0.01 0.37
N -0.85935 -1.75778 0.56344 -3.93 -5.04 1.31
C -0.40741 -0.69846 -0.09395 2.37 6.08 -1.23
H -0.51379 0.68873 0.94589 0.13 -3.36 -2.34
```
Forces are in eV/Å.

Its HOMO-LUMO gap (alpha / beta) is 6.32 / 6.32 eV. Its LUMO energy (alpha / beta) is 6.329 / 6.328 eV. The energy above the lowest of the compared OMol25 structures with the same formula, charge and spin comes out at 310.78 kJ/mol. The largest force on an atom comes out at 6.64 eV/A. Its charge is -2.

=====

(3)
C5H6O2 | ωB97M-V/def2-TZVPD

The geometry in XYZ format:
```
13
Properties=species:S:1:pos:R:3:forces:R:3
O 0.19871 -0.05628 -1.12153 -0.28 0.41 -0.11
O -1.74206 0.64900 -0.00513 2.00 -1.37 2.18
C -1.07471 -0.00724 1.12335 -2.23 0.18 0.07
C -0.75639 1.10000 -0.86334 3.16 -0.34 0.69
C 2.18788 -1.10870 -0.21949 -1.81 1.45 5.88
C 0.25757 -0.25104 1.23187 -0.72 -0.57 1.18
C 0.99934 -0.51397 -0.01145 -0.98 2.33 -0.77
H 2.81484 -1.31476 0.71407 -0.92 -0.10 -1.85
H -0.04205 1.93645 -0.49756 -1.32 -1.24 0.35
H 0.64701 -0.49769 2.28307 -0.58 -0.04 -1.96
H 2.37090 -1.32479 -1.16240 1.70 -1.05 -4.14
H -1.89583 -0.40153 1.84836 1.79 1.40 -1.08
H -1.23023 1.54628 -1.73792 0.20 -1.06 -0.44
```
Forces are in eV/Å.

Its HOMO-LUMO gap is 9.24 eV. The SMILES is C=C1C=COCO1. Its LUMO energy is 0.772 eV. The energy above the lowest of the compared OMol25 structures with the same formula, charge and spin comes out at 307.77 kJ/mol. The largest force on an atom comes out at 6.32 eV/A.

=====

(4)
C4H6O2 | ωB97M-V/def2-TZVPD

The geometry in XYZ format:
```
12
Properties=species:S:1:pos:R:3:forces:R:3
O -0.87401 -0.84955 -0.63684 0.59 0.66 -0.05
O 0.31321 1.24353 -0.56705 -0.39 -0.90 1.27
C -0.70962 0.47693 -1.11149 -0.52 -1.03 -4.60
C 0.27904 -1.31821 -0.08328 -1.77 1.16 1.62
C 0.35820 0.96844 0.79823 -0.87 1.02 -0.29
C 0.62917 -0.43000 1.06547 0.49 -1.07 1.94
H 0.02411 -0.43452 2.15812 1.64 -1.05 -2.64
H -0.34308 1.58942 1.46114 1.00 -0.74 -1.07
H -0.62853 0.34620 -2.25297 0.94 0.60 1.27
H -1.63983 0.93167 -1.05434 -1.95 1.11 0.99
H 1.70670 -0.65779 1.02930 0.35 0.24 0.93
H 0.88463 -1.86613 -0.80628 0.48 -0.01 0.64
```
Forces are in eV/Å.

Its HOMO-LUMO gap is 6.18 eV. Its LUMO energy is -0.864 eV. The energy above the lowest of the compared OMol25 structures with the same formula, charge and spin comes out at 659.56 kJ/mol. The largest force on an atom comes out at 4.74 eV/A.

=====

(5)
C14H22N2O5 | ωB97M-V/def2-TZVPD

The geometry in XYZ format:
```
43
Properties=species:S:1:pos:R:3:forces:R:3
O 3.63491 -2.42230 -0.23485 -0.09 0.05 0.00
O -0.24718 4.71791 0.04943 0.11 0.02 -0.12
O 1.65206 4.27373 -1.04051 -0.28 -0.14 0.37
O 2.58816 -4.37289 -0.44530 -0.01 0.54 0.06
O -5.19527 -1.70169 -0.40024 -0.08 0.25 -0.08
N 2.30329 2.20482 0.54404 0.00 -0.17 -0.16
N 1.28643 -0.96292 -0.35982 0.05 0.08 0.02
C 2.52606 -3.17538 -0.34383 -0.06 -0.43 -0.02
C -3.04858 -1.03483 -1.29277 0.01 -0.09 0.05
C -1.71767 -1.35772 -1.53617 -0.03 -0.07 0.04
C 1.18851 -2.40562 -0.29984 -0.08 -0.13 0.07
C -3.88306 -1.95761 -0.66511 0.35 -0.14 -0.03
C 0.98741 2.78866 0.75541 -0.19 0.13 0.07
C 0.79816 3.11601 2.25636 -0.01 -0.03 0.07
C -3.37894 -3.20065 -0.28587 0.02 0.14 -0.06
C -1.19408 -2.59542 -1.16577 -0.10 0.04 0.03
C -0.66241 3.30044 2.66829 -0.07 0.01 0.01
C -2.04895 -3.50623 -0.53908 0.02 0.04 -0.01
C 0.25518 -2.94491 -1.39778 0.01 -0.04 -0.05
C 0.86765 3.99318 -0.16470 0.20 0.05 -0.25
C 1.67272 4.29306 2.68395 0.05 0.02 -0.03
H -0.73745 3.38736 3.75811 0.03 -0.01 -0.16
H 1.29254 5.23377 2.26765 0.04 -0.11 0.05
H -0.22558 5.43386 -0.60684 -0.04 -0.05 0.07
H -4.04116 -3.91124 0.19727 0.08 0.07 -0.05
H -5.41054 -0.81508 -0.71861 -0.01 -0.18 0.08
H 0.38345 -4.02987 -1.43398 -0.03 0.14 0.00
H 2.70072 4.14489 2.33922 -0.13 0.05 0.07
H 0.16002 2.12145 0.45263 0.11 0.07 0.01
H 3.34381 -1.49749 -0.17372 0.11 -0.10 -0.02
H 1.68198 4.39477 3.77360 0.00 -0.02 -0.14
H 2.27581 1.20578 0.70878 0.11 0.28 0.03
H 2.60783 2.36977 -0.41055 0.03 0.01 0.10
H 1.69591 -0.57296 -1.19767 -0.05 0.01 0.07
H -1.07448 -0.62738 -2.01954 -0.09 -0.09 0.04
H -1.66453 -4.48181 -0.24546 -0.06 0.14 -0.05
H 1.17590 2.21901 2.76904 -0.05 0.11 -0.08
H 1.54510 -0.47590 0.48553 -0.10 -0.25 -0.13
H 0.74116 -2.66054 0.66933 0.07 0.00 -0.10
H -3.43747 -0.06370 -1.59214 0.03 -0.11 0.03
H 0.59597 -2.55172 -2.36514 -0.04 -0.03 0.11
H -1.09451 4.20244 2.22588 0.07 -0.14 0.09
H -1.27602 2.44519 2.36036 0.09 0.11 0.03
```
Forces are in eV/Å.

Its HOMO-LUMO gap is 8.85 eV. The SMILES is N[C@@H](Cc1ccc(O)cc1)C(=O)O.CC(C)[C@H](N)C(=O)O. Its LUMO energy is 0.224 eV. The energy above the lowest of the compared OMol25 structures with the same formula, charge and spin comes out at 5.23 kJ/mol. The largest force on an atom comes out at 0.54 eV/A.

=====

(6)
C3H9N2O | ωB97M-V/def2-TZVPD

The geometry in XYZ format:
```
15
Properties=species:S:1:pos:R:3:forces:R:3
O -2.90945 -1.06890 -0.46457 -0.09 0.36 0.53
N -2.90458 -0.01072 0.23134 -1.72 -1.63 0.38
N -0.77752 0.84600 -0.64411 0.53 0.91 -0.63
C 0.22784 0.22444 -0.16771 0.96 2.22 -0.82
C 0.12643 -0.50743 1.06134 -3.72 -5.10 -1.54
C 1.59363 0.43362 -0.68386 0.81 1.64 -0.49
H -0.95909 -0.86424 1.23463 1.57 1.20 0.39
H -0.61098 1.59746 -1.36500 -0.45 -1.42 0.76
H 1.85990 1.57408 -0.59178 -0.46 -2.11 -0.43
H 1.68252 0.08048 -1.74721 0.10 0.44 1.03
H 2.24758 -0.10554 -0.00713 0.50 -0.03 -0.41
H 0.55807 -0.04120 1.86258 1.11 1.16 2.05
H -3.65619 -1.66308 -0.20733 -0.09 0.23 -0.15
H 0.54644 -1.52423 0.87131 0.50 0.78 0.46
H -1.76139 0.51841 -0.12157 0.45 1.36 -1.12
```
Forces are in eV/Å.

Its HOMO-LUMO gap (alpha / beta) is 8.79 / 8.79 eV. Its LUMO energy (alpha / beta) is -5.931 / -5.844 eV. The energy above the lowest of the compared OMol25 structures with the same formula, charge and spin comes out at 581.91 kJ/mol. The largest force on an atom comes out at 6.50 eV/A. Its charge is +1.